1.
C4H7N3 | wB97M-V/def2-TZVPD

Last column: Mulliken charge in e.
Positions of all 14 atoms, in Å:
H (0.40561, -2.53708, 1.29667)  0.294
N (-0.27862, -1.96577, 1.80623)  -0.646
C (0.02731, -0.74108, 1.53686)  0.053
N (1.05224, -0.54858, 0.62488)  -0.717
C (0.75183, 0.29728, -0.30806)  0.657
N (1.73782, 0.69706, -1.16319)  -0.457
C (-0.57300, 1.00572, -0.32524)  -0.605
C (-1.72074, 0.36526, -0.60438)  -0.525
H (-0.40580, 0.09088, 2.11658)  0.477
H (1.43329, 1.00293, -2.07918)  0.262
H (2.51042, 0.03955, -1.18320)  0.293
H (-0.51815, 2.08857, -0.33747)  0.350
H (-2.62561, 0.92138, -0.82452)  0.290
H (-1.79661, -0.71613, -0.55596)  0.275

Atoms 1-6, force components in eV/Å:
H -0.5 0.0 -0.1
N 0.0 1.4 0.5
C 0.1 -2.9 1.2
N -0.2 1.5 -1.2
C 0.1 0.0 2.1
N -0.2 -0.1 -0.8

Computed properties:
**Structure (SMILES)**: [H]/N=C\N=C(\N)C=C
**Electronic energy**: -320.83624 Eh
**Molecular weight**: 97.12 Da
**Total charge**: 0
**Relative energy (zero: lowest compared OMol25 entry of this formula, charge and spin)**: 29.5 kcal per mole
**HOMO energy**: -9.0 eV
**Max |F|**: 3.12 eV/Å


2.
C11H18 | wB97M-V/def2-TZVPD

Last column: Mulliken charge in e.
Positions of all 29 atoms, in Å:
C (0.55530, 1.97043, -1.36589)  -0.861
C (1.68291, 1.02397, -1.66167)  -1.076
C (1.64143, -0.41547, -0.89626)  0.736
C (2.05515, -0.36930, 0.45409)  -0.087
C (2.05419, -1.47607, 1.15973)  -0.549
C (1.88913, -2.68878, 0.48372)  -0.350
C (1.31515, -2.76043, -0.85727)  -0.639
C (1.32483, -1.52946, -1.48407)  -0.188
H (-0.48871, 1.79137, -1.73486)  0.226
H (0.86616, 3.02396, -1.58701)  0.354
H (0.51471, 2.11306, -0.26218)  0.241
H (1.71370, 0.74689, -2.67605)  0.456
H (2.77664, 1.43938, -1.52812)  0.320
H (2.14656, 0.67782, 0.92232)  0.263
H (2.37435, -1.52586, 2.20517)  0.364
H (1.96004, -3.60808, 1.19303)  0.220
H (0.92012, -3.76885, -1.15885)  0.344
H (1.00197, -1.73113, -2.54264)  0.227
C (-3.01372, 1.21790, 0.11969)  -0.997
C (-2.61514, 0.98316, 1.63177)  -0.272
C (-1.55021, -0.13618, 1.57715)  -0.672
H (-2.20820, 1.78554, -0.46338)  -0.029
H (-3.10633, 0.27206, -0.40180)  0.348
H (-3.93665, 1.61200, 0.02728)  0.478
H (-3.62830, 0.67793, 2.12957)  0.260
H (-2.36167, 1.90637, 2.17527)  0.319
H (-1.69825, -0.79271, 0.67852)  0.229
H (-1.60807, -0.68963, 2.53290)  0.352
H (-0.57709, 0.25007, 1.32986)  -0.014

Atoms 1-6, force components in eV/Å:
C 0.1 2.1 1.7
C 2.0 -2.2 0.9
C 1.8 6.6 1.2
C -1.4 4.6 -1.4
C 1.6 -3.1 1.5
C -2.2 -2.6 0.2

Computed properties:
**Structure (SMILES)**: CCc1ccccc1.CCC
**Electronic energy**: -429.84062 Eh
**Molecular weight**: 150.27 Da
**Total charge**: 0
**Relative energy (zero: lowest compared OMol25 entry of this formula, charge and spin)**: 62.8 kcal per mole
**HOMO energy**: -8.9 eV
**Max |F|**: 7.02 eV/Å


3.
C12H5Cl5N2O5Tc | wB97M-V/def2-TZVPD

Last column: Mulliken spin population.
Positions of all 30 atoms, in Å:
Tc (0.07837, -0.01316, -0.31402)  1.932
Cl (-3.04882, 6.22878, 0.75856)  0.140
C (-2.54468, 4.76780, 0.15842)  0.254
C (-1.81588, 3.86918, 1.04538)  0.103
Cl (-1.52997, 4.29645, 2.64386)  0.046
C (-1.38670, 2.67912, 0.53029)  0.013
Cl (-0.55064, 1.49602, 1.51773)  -0.008
C (-1.63194, 2.30019, -0.80413)  0.171
O (-1.19765, 1.16981, -1.26454)  0.144
C (-2.37639, 3.18346, -1.66660)  0.161
Cl (-2.65968, 2.66954, -3.23869)  0.062
C (-2.81839, 4.40094, -1.18318)  -0.064
Cl (-3.68009, 5.46001, -2.18182)  -0.009
C (-2.67917, -2.32710, 0.98517)  -0.001
C (-1.28998, -2.73659, 0.66852)  -0.015
N (-0.29186, -1.95253, 0.26817)  -0.004
C (0.82361, -2.75259, 0.09182)  0.034
C (0.49930, -4.03663, 0.38242)  -0.003
N (-0.82339, -3.99558, 0.73369)  0.002
C (1.19256, -5.36838, 0.40913)  0.000
O (2.47399, -5.40893, 0.08757)  0.000
O (0.55092, -6.31488, 0.75654)  0.000
C (2.04958, -2.08148, -0.31811)  -0.013
O (3.12065, -2.54463, -0.51587)  0.019
O (1.79520, -0.70149, -0.45380)  0.036
H (-2.79078, -1.25131, 0.86293)  -0.001
H (-2.92600, -2.58654, 2.01486)  0.000
H (-3.38642, -2.82540, 0.32190)  0.001
H (-1.32982, -4.83335, 1.00425)  0.000
H (2.83932, -4.54297, -0.15841)  -0.001

Atoms 1-6, force components in eV/Å:
Tc 0.2 0.0 0.1
Cl -0.1 0.1 0.0
C 0.2 -0.3 0.1
C -0.1 0.1 -0.2
Cl 0.0 0.0 0.0
C 0.0 0.1 0.1

Computed properties:
**Electronic energy**: -3327.13304 Eh
**Molecular weight**: 532.45 Da
**Total charge**: +2
**Multiplicity**: 4
**Relative energy (zero: lowest compared OMol25 entry of this formula, charge and spin)**: 5.2 kcal per mole
**HOMO energy (spin up / spin down)**: -16.2 / -16.3 eV
**Max |F|**: 0.53 eV/Å


4.
C4H8O2 | wB97M-V/def2-TZVPD

Last column: Mulliken charge in e.
Positions of all 14 atoms, in Å:
C (-1.32093, -0.85651, -0.34590)  -1.060
C (-0.54356, 0.16393, -1.18026)  -0.228
O (0.14306, 1.19475, -0.48775)  -0.363
C (1.26237, 0.87176, 0.28310)  -0.346
C (0.92124, -0.02242, 1.45824)  0.014
O (1.64163, -0.88964, 1.89384)  -0.482
H (-1.66265, -0.42015, 0.60273)  0.270
H (-0.72776, -1.74206, -0.11064)  0.305
H (-2.22371, -1.20540, -0.86824)  0.353
H (0.09387, -0.36180, -1.90968)  0.297
H (-1.27563, 0.73556, -1.74122)  0.289
H (1.60442, 1.83909, 0.69088)  0.267
H (2.07764, 0.40501, -0.28683)  0.304
H (0.01001, 0.28786, 2.00173)  0.381

Atoms 1-6, force components in eV/Å:
C 0.0 -0.1 0.5
C -0.5 0.0 -0.4
O -0.3 0.1 0.0
C 0.1 -0.4 0.0
C 0.7 0.2 0.8
O -0.4 0.3 -0.5

Computed properties:
**Structure (SMILES)**: CCOCC=O
**Electronic energy**: -307.64596 Eh
**Molecular weight**: 88.11 Da
**Total charge**: 0
**Relative energy (zero: lowest compared OMol25 entry of this formula, charge and spin)**: 41.7 kcal per mole
**HOMO energy**: -9.7 eV
**Max |F|**: 1.14 eV/Å


5.
C10H5F4NO2 | wB97M-V/def2-TZVPD

Last column: Mulliken charge in e.
Positions of all 22 atoms, in Å:
O (4.06087, -1.55472, 0.01392)  -0.508
C (3.23983, -0.67716, -0.02704)  0.034
N (3.53543, 0.71550, -0.25455)  -0.269
C (2.34646, 1.31911, -0.78350)  0.124
O (2.30556, 2.32755, -1.44530)  -0.512
C (1.20220, 0.43807, -0.32317)  -0.141
C (-0.14024, 0.66069, -0.28894)  0.047
C (-0.97389, -0.30488, 0.21773)  0.417
C (-2.47934, -0.17109, 0.35583)  1.140
F (-2.78046, 0.01390, 1.66646)  -0.283
F (-3.02761, -1.35567, 0.00184)  -0.295
C (-3.14760, 0.94387, -0.44877)  -0.019
F (-2.63496, 2.15675, -0.18763)  -0.243
F (-3.13120, 0.65586, -1.76148)  -0.246
C (-0.41736, -1.48992, 0.65732)  -0.605
C (0.92246, -1.73433, 0.62190)  -0.911
C (1.73307, -0.75131, 0.12228)  0.231
H (3.83842, 1.12029, 0.62586)  0.310
H (-0.52600, 1.60125, -0.66344)  0.550
H (-4.20586, 0.97380, -0.16045)  0.287
H (-1.08401, -2.23466, 1.07483)  0.428
H (1.36421, -2.65289, 0.98630)  0.464

Atoms 1-6, force components in eV/Å:
O -0.7 0.6 0.2
C -0.1 -0.3 0.3
N 0.1 -0.5 -0.4
C -0.6 0.9 0.3
O 0.0 -1.0 0.8
C 1.1 0.0 -0.5

Computed properties:
**Structure (SMILES)**: O=C1NC(=O)c2cc(C(F)(F)C(F)F)ccc21
**Electronic energy**: -988.78652 Eh
**Molecular weight**: 247.15 Da
**Total charge**: 0
**Relative energy (zero: lowest compared OMol25 entry of this formula, charge and spin)**: 0.0 kcal per mole
**HOMO energy**: -10.5 eV
**Max |F|**: 2.18 eV/Å